--- P ---
Computed, not measured: a gas-phase ion, C13H17N2 (charge +1), with the ωB97M-V functional and the def2-TZVPD basis.

Geometry as ORCA input:
```
! RIJCOSX wB97M-V def2-TZVPD def2/J DEFGRID3
* xyz 1 1
C 3.1327 1.1155 -0.1774
N 2.1415 0.0905 0.2011
C 2.6516 -0.6500 1.3723
C 1.9514 -0.8357 -0.9456
C 1.2465 -2.0471 -0.5670
N 0.7120 -3.0076 -0.2656
C 0.8272 0.7238 0.5627
C 0.2414 1.6060 -0.5004
C -1.0281 1.5547 -0.8967
C -2.0497 0.5958 -0.4592
C -1.9247 -0.7716 -0.6850
C -2.9111 -1.6457 -0.2638
C -4.0300 -1.1640 0.3935
C -4.1701 0.1979 0.6088
C -3.1937 1.0753 0.1761
H 4.1205 0.6651 -0.2652
H 3.1722 1.8925 0.5843
H 2.8729 1.5702 -1.1309
H 1.9095 -1.3648 1.7258
H 2.8799 0.0444 2.1791
H 3.5597 -1.1924 1.1111
H 2.9257 -1.1278 -1.3524
H 1.3799 -0.3192 -1.7264
H 1.0029 1.3203 1.4636
H 0.1190 -0.0722 0.8068
H 0.8673 2.4122 -0.8541
H -1.3791 2.3191 -1.5784
H -1.0768 -1.1535 -1.2349
H -2.8014 -2.7018 -0.4549
H -4.7973 -1.8458 0.7247
H -5.0476 0.5796 1.1072
H -3.3040 2.1367 0.3408
*
```

Kohn-Sham gap	9.36	eV
structure (SMILES)	C[N+](C)(CC#N)C/C=C\c1ccccc1
LUMO energy	-0.10105	Ha

For reference, the Mulliken charges in units of e are: -0.986 -0.108 -0.956 -0.116 -0.082 -0.358 -0.585 -0.319 -0.791 0.004 -0.071 -0.739 -0.479 -0.533 -0.435 0.425 0.360 0.440 0.446 0.436 0.364 0.494 0.441 0.414 0.519 0.416 0.516 0.595 0.423 0.402 0.402 0.462

--- Q ---
Computed, not measured: a gas-phase ion, C13H17N2 (charge +1), with the ωB97M-V functional and the def2-TZVPD basis.

Geometry as ORCA input:
```
! RIJCOSX wB97M-V def2-TZVPD def2/J DEFGRID3
* xyz 1 1
C -3.8633 4.0329 5.9520
C -2.9110 3.2470 5.1078
C -3.1776 3.1512 3.7476
C -2.2957 2.5140 2.8980
N -1.1601 1.9610 3.3688
C -0.1712 1.5001 2.4199
N -0.0203 0.0538 2.4270
C -1.1764 -0.6048 1.8325
C 1.2338 -0.3679 1.8274
C -0.8713 1.9378 4.7267
C 0.2880 1.2902 5.1714
C 0.6475 1.3720 6.5182
C -0.1949 2.0433 7.4269
C -1.3759 2.6360 6.9950
C -1.7529 2.6157 5.6259
H -3.6124 4.0438 7.0134
H -3.9089 5.0781 5.6160
H -4.8788 3.6306 5.8464
H -4.0668 3.6085 3.3215
H -2.4383 2.4517 1.8196
H 0.8088 1.9195 2.6801
H -0.5008 1.8406 1.4244
H -0.9537 -1.6734 1.7475
H -2.0468 -0.4558 2.4743
H -1.3937 -0.2026 0.8267
H 1.2512 -1.4618 1.7703
H 1.3829 0.0383 0.8099
H 2.0640 -0.0301 2.4561
H 0.8750 0.7029 4.4581
H 1.5752 0.9076 6.8518
H 0.0775 2.0905 8.4832
H -2.0342 3.1293 7.7118
*
```

Kohn-Sham gap	7.81	eV
structure (SMILES)	Cc1cc[n+](CN(C)C)c2ccccc12
LUMO energy	-0.16645	Ha

For reference, the Mulliken charges in units of e are: -1.708 1.387 -0.809 0.033 0.354 -1.467 0.057 -0.881 -1.042 0.956 -0.520 -0.721 -0.847 -0.884 0.589 0.325 0.370 0.383 0.476 0.390 0.578 0.471 0.346 0.269 0.327 0.373 0.366 0.300 0.460 0.435 0.394 0.240

Energy relative to the most stable one, in kcal/mol: P 41.1; Q 0.0

--- P ---
Computed, not measured: a molecular structure, CHF3OS2, with the ωB97M-V functional and the def2-TZVPD basis.

Geometry as ORCA input:
```
! RIJCOSX wB97M-V def2-TZVPD def2/J DEFGRID3
* xyz 0 1
C -2.4440 0.6630 0.1778
O -1.3659 0.5411 0.8231
F -3.2793 -0.4608 0.4588
F -2.2321 0.6186 -1.2284
F -3.0552 1.8492 0.4348
S 0.8163 2.2799 0.0251
S 0.7239 0.4109 0.3449
H 1.9635 0.4578 1.2552
*
```

Kohn-Sham gap	6.90	eV
LUMO energy	-0.13575	Ha

For reference, the Mulliken charges in units of e are: 0.825 -0.623 -0.281 -0.297 -0.233 0.083 0.269 0.256

--- Q ---
Computed, not measured: CHF3OS2 in the gas phase, with the ωB97M-V functional and the def2-TZVPD basis.

Geometry as ORCA input:
```
! RIJCOSX wB97M-V def2-TZVPD def2/J DEFGRID3
* xyz 0 1
F -2.3154 -0.8368 -0.5494
C -1.7597 0.2554 0.1102
F -2.2655 1.3349 -0.4873
F -2.1538 0.3241 1.4176
O -0.4748 0.1719 -0.0058
S 1.4543 -0.4502 -0.3055
S 3.3467 -0.9435 0.2195
H 4.1682 0.1442 -0.3994
*
```

Kohn-Sham gap (alpha / beta)	6.76 / 6.54	eV
structure (SMILES)	FC(F)(F)OSS
LUMO energy (alpha / beta)	-0.13809 / -0.13976	Ha

For reference, the Mulliken charges in units of e are: -0.258 0.775 -0.238 -0.248 -0.651 0.446 -0.056 0.230

Energy relative to the most stable one, in kcal/mol: P 1.8; Q 0.0

--- P ---
Computed, not measured: 2 unconnected molecules or ions with the total composition C2H7N2O, with the ωB97M-V functional and the def2-TZVPD basis.

Geometry as ORCA input:
```
! RIJCOSX wB97M-V def2-TZVPD def2/J DEFGRID3
* xyz -1 1
C 1.2928 -0.7807 -0.1557
C 0.9897 0.4100 0.6548
N -1.9819 0.8941 -0.2789
N -1.6378 -0.1910 0.5360
O -1.5916 -1.2604 -0.1219
H 0.3272 -1.3789 -0.2469
H 1.4191 -0.5985 -1.1797
H 2.0103 -1.5345 0.2094
H 1.4087 0.5447 1.7427
H 1.0300 1.4881 0.2426
H -1.8256 0.7559 -1.3546
H -1.4410 1.6512 -0.0477
*
```

Kohn-Sham gap (alpha / beta)	6.64 / 5.68	eV
LUMO energy (alpha / beta)	0.17782 / 0.17811	Ha

For reference, the Mulliken charges in units of e are: -0.654 -0.694 -0.512 -0.002 -0.557 0.155 0.253 0.278 0.094 0.110 0.223 0.306

--- Q ---
Computed, not measured: 2 unconnected molecules or ions with the total composition C2H7N2O, with the ωB97M-V functional and the def2-TZVPD basis.

Geometry as ORCA input:
```
! RIJCOSX wB97M-V def2-TZVPD def2/J DEFGRID3
* xyz -1 1
C -1.8571 -0.6930 1.8202
O -0.4510 -0.6210 1.6679
H -2.1334 -0.5675 2.8655
H -2.3493 0.1012 1.2478
H -2.2531 -1.6303 1.4320
N 1.6339 -0.1272 -1.9817
C 0.9712 0.2629 -0.8150
N 0.1753 1.2874 -1.0130
H 2.4651 -0.6678 -1.8256
H 1.7362 0.6047 -2.6910
H -0.2932 -0.1879 0.8015
H -0.0832 1.6463 -0.0972
*
```

Kohn-Sham gap	5.93	eV
LUMO energy	0.15155	Ha

For reference, the Mulliken charges in units of e are: -0.539 -0.405 0.217 0.237 0.218 -0.387 -0.992 -0.756 0.296 0.345 0.515 0.250

Energy relative to the most stable one, in kcal/mol: P 77.5; Q 0.0

--- P ---
Computed, not measured: a molecular structure, C2H7NO2Si, with the ωB97M-V functional and the def2-TZVPD basis.

Geometry as ORCA input:
```
! RIJCOSX wB97M-V def2-TZVPD def2/J DEFGRID3
* xyz 0 1
C 2.0709 0.1339 0.1768
C 0.6972 -0.1018 -0.2396
N -0.1455 0.8126 -0.5439
O -1.4071 0.3722 -1.0363
O 0.0175 1.9812 -0.5377
Si -2.0241 -0.5364 0.1761
H 2.2273 -0.0518 1.2419
H 2.1767 1.1744 0.1517
H 2.7903 -0.5366 -0.3703
H 0.5782 -1.1668 -0.3635
H -3.3608 -0.0148 0.0533
H -1.9644 -1.9426 -0.2506
H -1.6562 -0.1237 1.5419
*
```

Kohn-Sham gap	9.89	eV
LUMO energy	0.02932	Ha

For reference, the Mulliken charges in units of e are: -1.113 -0.023 0.707 -0.288 -0.682 0.494 0.287 0.343 0.285 0.358 -0.166 -0.109 -0.094

--- Q ---
Computed, not measured: C2H7NO2Si in the gas phase, with the ωB97M-V functional and the def2-TZVPD basis.

Geometry as ORCA input:
```
! RIJCOSX wB97M-V def2-TZVPD def2/J DEFGRID3
* xyz 0 1
C 0.7462 -1.4474 0.5470
Si -0.1524 -0.1397 -0.6427
C 0.6952 1.5675 -0.3438
N -1.8249 -0.1129 0.1472
O -2.5624 0.6556 -0.4273
O -2.0693 -0.6803 1.2216
H 1.1921 -2.2872 0.0855
H 1.4176 -0.9898 1.3224
H -0.1329 -1.7197 1.1226
H 0.1374 -0.4221 -2.1464
H 0.3773 1.9846 0.5890
H 1.7258 1.3054 -0.4106
H 0.4503 2.2860 -1.0644
*
```

Kohn-Sham gap	10.52	eV
structure (SMILES)	C[SiH](C)[N+](=O)[O-]
LUMO energy	-0.00722	Ha

For reference, the Mulliken charges in units of e are: -1.027 0.458 -1.016 0.811 -0.555 -0.538 0.345 0.298 0.325 -0.082 0.321 0.309 0.352

Energy relative to the most stable one, in kcal/mol: P 30.3; Q 0.0